Formula: C43H66O28
Source: the OMol25 dataset
Level of theory: wB97M-V/def2-TZVPD

```
137
Properties=species:S:1:pos:R:3:forces:R:3:mulliken_charge:R:1
C 0.484 -2.321 -2.226 0.555 -0.836 1.080 -0.231
C 0.173 -3.942 -1.959 -3.835 -0.741 -2.616 0.584
O -0.854 -4.476 -2.623 6.430 2.349 4.304 -0.604
O 1.034 -4.611 -0.974 -2.293 0.381 -3.410 -0.162
C 1.117 -6.063 -1.188 0.795 -2.490 0.644 -0.526
C 2.231 -6.525 -2.301 0.401 0.571 0.648 -0.516
C 3.779 -6.075 -1.857 -0.538 -1.116 0.792 -0.375
C 4.909 -6.851 -2.754 -0.458 -0.152 0.016 -0.182
C 5.222 -6.182 -4.216 0.515 -0.257 0.340 -0.546
C 5.079 -4.551 -4.284 2.298 -0.892 -1.765 0.081
C 5.658 -4.003 -5.751 -0.137 2.598 0.559 -0.598
C 5.864 -2.425 -5.278 -1.802 -0.892 0.205 -0.325
O 6.555 -2.525 -3.956 -0.154 -3.028 0.293 -0.368
C 6.307 -3.882 -3.370 1.661 -0.994 3.095 0.527
O 6.992 -4.428 -2.346 -4.438 4.126 -6.974 -0.525
H -0.463 -1.688 -1.888 2.253 -1.696 -0.864 -0.120
H 0.724 -2.141 -3.369 -0.615 -0.617 2.409 0.386
H 1.430 -2.028 -1.567 -2.113 -0.493 -1.487 0.157
H 0.103 -6.591 -1.435 1.692 1.522 0.360 0.325
H 1.478 -6.527 -0.148 -0.791 1.262 -2.146 0.304
H 2.215 -7.717 -2.319 -0.099 2.637 -0.155 0.325
H 1.934 -6.062 -3.335 0.559 -1.069 1.793 0.172
H 3.912 -4.916 -1.778 -0.253 -2.173 -0.381 0.069
H 3.896 -6.491 -0.744 -0.188 0.945 -2.326 0.346
H 4.491 -7.951 -2.945 1.088 2.346 0.481 0.388
H 5.910 -6.939 -2.155 -2.156 0.294 -1.165 -0.061
H 4.588 -6.735 -5.030 0.987 1.419 1.414 0.412
H 6.360 -6.428 -4.467 -2.539 0.607 0.496 0.006
H 4.011 -4.079 -4.195 2.170 -0.938 0.435 0.170
H 6.696 -4.436 -6.092 -2.215 0.592 0.796 0.260
H 4.901 -3.884 -6.637 1.303 -0.954 1.724 0.319
H 6.328 -1.672 -6.074 -0.417 -1.801 2.205 0.309
H 4.770 -2.039 -5.008 2.239 -0.559 -0.803 0.205
C -4.139 2.394 -1.551 0.357 0.508 -0.265 -1.220
C -3.009 1.454 -1.919 -1.524 0.503 -0.132 0.627
C -3.175 0.073 -1.356 -1.040 -0.523 -0.093 -0.414
O -1.837 -0.368 -1.210 1.013 0.685 0.294 -0.509
C -1.073 0.754 -1.048 1.597 0.441 0.492 0.535
O 0.092 0.748 -0.696 -2.135 -0.081 -0.687 -0.560
O -1.790 1.882 -1.334 1.255 -1.080 0.384 -0.197
H -4.126 2.629 -0.481 0.078 -0.236 -0.514 0.082
H -4.021 3.347 -2.079 -0.112 -0.489 0.024 0.236
H -5.113 1.973 -1.813 0.145 -0.049 0.022 0.525
H -2.876 1.426 -3.007 0.082 -0.092 0.063 0.211
H -3.725 -0.585 -2.035 0.256 -0.005 0.091 0.413
H -3.658 0.056 -0.373 0.051 0.214 -0.172 0.133
C -8.105 3.147 3.787 0.338 0.098 0.432 -1.136
C -7.180 3.269 2.593 -1.193 0.369 0.831 0.559
C -7.771 2.732 1.323 -0.728 0.384 -0.384 -0.517
O -6.627 2.316 0.598 1.045 -0.464 0.459 -0.264
C -5.667 2.019 1.524 1.512 -0.848 -0.274 0.608
O -4.625 1.441 1.274 -2.054 0.985 0.759 -0.558
O -6.030 2.458 2.767 0.775 -0.525 -1.111 -0.297
H -8.243 2.099 4.076 -0.004 0.114 -0.227 0.342
H -7.668 3.653 4.654 -0.357 -0.191 -0.278 0.008
H -9.083 3.593 3.584 0.144 -0.007 -0.069 0.382
H -6.852 4.308 2.471 -0.003 -0.070 -0.115 0.273
H -8.320 3.499 0.768 0.203 -0.181 -0.047 0.352
H -8.423 1.866 1.475 0.055 0.088 0.167 0.302
C 0.047 5.887 -0.814 0.204 -0.521 0.017 -1.456
C -1.268 6.035 -1.552 1.397 0.239 0.171 0.599
C -1.940 7.355 -1.315 0.422 0.704 -0.242 -0.332
O -3.312 7.039 -1.470 -0.654 -1.088 0.162 -0.348
C -3.444 5.716 -1.157 -1.595 -0.813 0.283 0.465
O -4.510 5.152 -0.986 1.925 1.533 -0.126 -0.565
O -2.224 5.109 -1.062 -1.477 0.244 -0.007 -0.213
H -0.111 5.822 0.268 -0.101 0.191 -0.177 0.333
H 0.542 4.956 -1.113 -0.048 0.157 0.015 0.384
H 0.722 6.721 -1.027 -0.182 -0.048 -0.014 0.370
H -1.127 5.848 -2.623 -0.084 0.048 0.064 0.225
H -1.634 8.110 -2.045 -0.216 -0.096 0.217 0.454
H -1.784 7.751 -0.306 0.095 -0.366 -0.242 0.021
C -4.005 11.276 2.409 0.264 0.043 0.475 -1.377
C -3.080 11.399 1.216 -1.027 0.437 0.802 0.455
C -3.670 10.862 -0.055 -0.825 0.330 -0.371 -0.481
O -2.527 10.446 -0.779 1.010 -0.410 0.448 -0.262
C -1.566 10.149 0.147 1.910 -0.640 -0.331 0.691
O -0.524 9.571 -0.104 -1.998 1.347 0.568 -0.558
O -1.929 10.587 1.389 0.623 -0.575 -1.044 -0.325
H -4.143 10.229 2.698 -0.027 0.108 -0.252 0.292
H -3.568 11.783 3.276 -0.133 -0.018 -0.146 0.358
H -4.983 11.722 2.206 0.157 -0.022 -0.047 0.367
H -2.751 12.438 1.093 -0.007 -0.108 -0.070 0.255
H -4.219 11.628 -0.610 0.192 -0.194 -0.045 0.316
H -4.323 9.995 0.097 0.047 0.074 0.132 0.304
C -3.219 -4.049 1.316 -0.494 0.135 0.182 -1.379
C -2.344 -4.737 2.344 -0.349 0.990 -0.818 0.647
C -1.204 -5.504 1.740 0.692 0.369 -0.463 -0.164
O -0.986 -6.536 2.685 -0.724 -0.382 0.589 -0.341
C -2.180 -6.742 3.318 -0.459 -1.875 1.513 0.578
O -2.418 -7.687 4.048 0.508 2.036 -1.585 -0.566
O -3.070 -5.747 3.024 0.560 -0.942 0.406 -0.361
H -3.781 -4.778 0.722 0.279 0.000 0.047 0.365
H -3.961 -3.418 1.817 0.154 -0.018 -0.091 0.372
H -2.629 -3.420 0.643 0.015 -0.086 0.113 0.296
H -1.986 -4.013 3.086 0.047 -0.106 -0.045 0.248
H -0.307 -4.888 1.629 -0.059 -0.230 0.054 0.192
H -1.446 -5.960 0.774 -0.125 0.141 0.023 0.109
C -2.661 4.223 5.105 0.062 -0.562 -0.051 -1.622
C -4.106 4.646 4.931 1.351 -0.080 -0.375 0.903
C -4.397 6.013 5.477 0.386 0.731 -0.270 -0.491
O -5.764 5.920 5.838 -0.543 -0.827 0.253 -0.327
C -6.007 4.602 6.106 -1.549 -0.849 1.111 0.582
O -7.019 4.183 6.637 2.095 0.951 -1.009 -0.591
O -4.966 3.817 5.696 -1.218 0.535 0.466 -0.310
H -2.422 4.055 6.160 -0.126 0.212 -0.113 0.377
H -2.485 3.272 4.591 0.008 0.200 0.018 0.375
H -1.973 4.969 4.697 -0.150 -0.045 0.004 0.380
H -4.402 4.568 3.878 -0.033 0.030 0.078 0.057
H -4.249 6.796 4.728 -0.176 -0.074 0.167 0.301
H -3.815 6.260 6.372 0.054 -0.147 -0.086 0.315
C 2.250 0.856 1.610 -0.162 0.407 0.262 -1.429
C 3.011 0.084 2.670 -0.143 0.727 -1.216 0.623
C 3.097 -1.388 2.389 0.415 -0.355 -0.695 -0.360
O 3.182 -1.948 3.687 -0.397 0.404 0.833 -0.320
C 2.565 -1.069 4.532 -0.542 -0.441 2.295 0.582
O 2.274 -1.315 5.689 0.620 0.524 -2.469 -0.563
O 2.322 0.123 3.909 0.107 -0.930 0.796 -0.345
H 1.185 0.602 1.624 0.277 -0.154 -0.082 0.294
H 2.317 1.931 1.809 0.049 -0.141 -0.097 0.403
H 2.650 0.664 0.610 -0.058 -0.016 0.154 0.346
H 4.006 0.519 2.817 -0.026 -0.134 0.035 0.245
H 3.983 -1.644 1.801 -0.125 -0.085 0.210 0.319
H 2.209 -1.791 1.891 -0.006 0.191 -0.021 0.203
C 11.227 -8.847 -2.561 0.158 -0.516 0.055 -1.471
C 9.912 -8.699 -3.299 1.287 0.137 0.176 0.551
C 9.239 -7.379 -3.062 0.364 0.838 -0.181 -0.626
O 7.868 -7.694 -3.216 -0.190 -1.022 0.157 -0.083
C 7.735 -9.018 -2.903 -2.059 -1.228 0.316 0.507
O 6.669 -9.582 -2.733 2.319 1.181 -0.399 -0.540
O 8.956 -9.625 -2.808 -1.155 0.282 -0.037 -0.353
H 11.069 -8.912 -1.479 -0.104 0.183 -0.181 0.364
H 11.722 -9.778 -2.859 -0.017 0.190 0.007 0.359
H 11.902 -8.013 -2.774 -0.137 -0.072 -0.039 0.367
H 10.053 -8.886 -4.370 -0.076 0.058 0.059 0.235
H 9.546 -6.624 -3.792 -0.228 -0.073 0.124 0.347
H 9.396 -6.983 -2.052 0.086 -0.113 -0.064 0.304
```
Forces are in eV/Å.

* total energy: -102986.99096 eV
* LUMO level: -0.0037 hartree
* SMILES: CC(=O)OCCCCC[C@@H]1CCOC1=O.C[C@@H]1COC(=O)O1.C[C@@H]1COC(=O)O1.C[C@@H]1COC(=O)O1.C[C@@H]1COC(=O)O1.C[C@@H]1COC(=O)O1.C[C@@H]1COC(=O)O1.C[C@@H]1COC(=O)O1.C[C@@H]1COC(=O)O1
* largest force on an atom: 9.239 eV Å⁻¹
* HOMO: -10.2 eV